# 1
{"formula": "C5H16N2O", "method": "ωB97M-V with the def2-TZVPD basis set", "elements": ["N", "C", "C", "C", "N", "C", "C", "H", "H", "H", "H", "H", "H", "H", "H", "H", "H", "H", "H", "H", "H", "H", "H", "O"], "positions_angstrom": [[-2.269, -0.047, 0.688], [-1.038, -0.492, 1.264], [-1.142, -1.988, 1.550], [0.154, -0.254, 0.313], [0.444, 1.161, -0.092], [-0.388, 1.641, -1.298], [0.182, 2.745, -2.250], [-2.444, 0.070, -0.231], [-3.070, -0.673, 0.916], [-0.915, 0.156, 2.280], [-2.153, -2.300, 1.683], [-0.494, -2.112, 2.395], [-0.667, -2.543, 0.802], [1.121, -0.634, 0.796], [-0.144, -0.805, -0.502], [0.467, 1.908, 0.687], [-1.373, 1.854, -0.901], [-0.680, 0.834, -2.018], [0.709, 2.196, -3.132], [-0.705, 3.232, -2.703], [0.826, 3.538, -1.813], [4.488, -2.550, 1.296], [4.163, -2.250, -0.104], [4.925, -2.687, 0.371]], "forces_ev_per_angstrom": [[-2.4949, -0.6136, 3.1583], [0.2726, 1.2296, 1.3811], [1.1185, 1.5957, 1.1554], [1.3458, 2.7018, 3.2154], [-0.4692, 0.6985, -1.0386], [0.0790, -0.5147, 0.6501], [0.1283, -1.0438, -0.8267], [0.6775, 0.7301, -3.8778], [0.9938, 0.7125, 0.4467], [0.0339, -1.6307, -2.0908], [-0.5055, -0.3473, 0.4698], [-0.1054, -0.7543, 0.9710], [0.3909, -0.9435, -1.5795], [-1.4169, 0.0956, -0.6852], [0.0829, -1.1903, -2.3559], [-0.4089, -2.0143, -1.6533], [-0.2600, 1.0008, 0.0339], [0.9243, -0.1051, 0.9348], [-0.5148, 1.2302, 1.6484], [0.5024, -0.0872, 0.1861], [-0.3685, -0.7610, -0.1396], [1.7031, -0.6822, -1.9580], [1.4112, -0.6999, -0.0692], [-3.1198, 1.3929, 2.0236]], "max_force_ev_per_a": 4.4, "energy_ev": -10469.944, "smiles": "CCNC[C@H](C)N.O", "de_lowest_ev": 2.5781}

=====

# 2
{"formula": "C37H41EuF4N8P2S", "method": "ωB97M-V with the def2-TZVPD basis set", "elements": ["Eu", "C", "C", "C", "C", "C", "C", "C", "C", "C", "C", "N", "C", "C", "C", "C", "C", "N", "H", "H", "H", "H", "H", "H", "H", "H", "H", "H", "H", "H", "H", "H", "H", "H", "H", "C", "P", "C", "C", "C", "P", "C", "C", "H", "H", "H", "H", "H", "H", "H", "H", "H", "H", "H", "H", "H", "H", "H", "H", "F", "C", "C", "F", "C", "C", "C", "F", "C", "C", "C", "N", "C", "N", "F", "C", "C", "N", "C", "N", "C", "N", "C", "C", "N", "C", "S", "H", "H", "H", "H", "H", "H", "H", "H"], "positions_angstrom": [[-0.619, -0.883, 1.257], [3.489, 1.487, 0.789], [2.203, 1.537, -0.044], [2.278, 0.582, -1.211], [2.712, 1.028, -2.451], [2.850, 0.145, -3.513], [2.550, -1.192, -3.337], [2.140, -1.687, -2.101], [1.854, -3.164, -1.979], [3.144, -3.996, -1.944], [2.013, -0.787, -1.031], [1.572, -1.209, 0.253], [2.287, -2.102, 0.887], [1.850, -2.684, 2.086], [2.537, -3.542, 2.957], [1.656, -3.857, 3.980], [0.463, -3.184, 3.692], [0.556, -2.469, 2.559], [3.482, 2.253, 1.565], [4.352, 1.662, 0.148], [3.612, 0.511, 1.261], [2.062, 2.555, -0.413], [1.345, 1.296, 0.601], [2.966, 2.075, -2.581], [3.201, 0.499, -4.474], [2.635, -1.876, -4.174], [1.271, -3.477, -2.848], [1.257, -3.378, -1.091], [3.706, -3.867, -2.868], [2.909, -5.054, -1.832], [3.791, -3.699, -1.119], [3.262, -2.396, 0.504], [3.557, -3.874, 2.842], [1.834, -4.497, 4.828], [-0.446, -3.190, 4.278], [-4.170, -2.705, -0.221], [-2.871, -2.622, 1.064], [-2.773, -4.375, 1.568], [-3.766, -1.860, 2.500], [-4.329, -0.462, 2.211], [-3.118, 0.713, 1.407], [-3.424, 2.236, 2.373], [-4.003, 1.181, -0.134], [-5.004, -3.308, 0.136], [-3.752, -3.171, -1.114], [-4.528, -1.712, -0.488], [-3.771, -4.754, 1.787], [-2.135, -4.493, 2.442], [-2.350, -4.957, 0.749], [-3.056, -1.813, 3.334], [-4.575, -2.535, 2.792], [-4.650, -0.007, 3.149], [-5.206, -0.536, 1.566], [-4.490, 2.462, 2.368], [-2.884, 3.064, 1.908], [-3.083, 2.095, 3.395], [-5.054, 1.375, 0.077], [-3.910, 0.411, -0.899], [-3.551, 2.101, -0.510], [-0.552, 4.563, -3.691], [-0.500, 3.459, -4.412], [-0.263, 3.542, -5.764], [-0.097, 4.734, -6.299], [-0.172, 2.390, -6.579], [-0.372, 1.153, -5.922], [-0.632, 1.082, -4.579], [-0.869, -0.094, -4.018], [-0.674, 2.224, -3.761], [-0.863, 2.115, -2.355], [-0.918, 0.905, -1.647], [-1.002, 0.026, -0.902], [-0.980, 3.197, -1.445], [-1.101, 3.967, -0.594], [-0.299, 0.027, -6.608], [0.108, 2.471, -7.983], [0.279, 3.691, -8.675], [0.416, 4.653, -9.298], [0.250, 1.337, -8.817], [0.384, 0.443, -9.535], [2.006, 0.023, 5.189], [1.359, 1.308, 5.041], [1.983, 2.545, 5.519], [0.912, 3.613, 5.237], [-0.086, 2.851, 4.487], [0.194, 1.546, 4.455], [-0.855, 0.369, 3.808], [2.976, 0.031, 4.689], [1.378, -0.749, 4.751], [2.159, -0.199, 6.246], [2.907, 2.727, 4.968], [2.227, 2.460, 6.577], [1.295, 4.439, 4.640], [0.485, 4.021, 6.153], [-0.963, 3.239, 4.190]], "forces_ev_per_angstrom": [[1.3592, -0.0698, 1.2367], [-0.1285, 0.0446, 0.0465], [0.2268, -0.0707, -0.0805], [-0.0638, -0.1297, 0.1799], [-0.0612, 0.0917, -0.0293], [-0.0238, 0.0106, -0.1179], [0.0121, 0.0726, -0.0198], [-0.2054, 0.0432, 0.2227], [0.2033, -0.0212, -0.0337], [-0.1500, -0.0249, 0.0136], [0.2465, 0.2676, -0.4212], [-0.3979, -0.3172, -0.0762], [0.0662, 0.2584, 0.1430], [-0.0267, -0.3854, 0.3334], [0.0496, 0.1923, -0.3425], [-0.3297, 0.0425, 0.1453], [0.0870, -0.1547, 0.2361], [-0.0331, 0.1856, -0.4776], [0.0132, -0.0137, 0.0302], [0.0191, 0.0107, 0.0167], [0.0213, -0.0098, 0.0005], [-0.1003, -0.0209, 0.0086], [-0.0103, 0.1127, -0.0141], [-0.0215, -0.0077, 0.0200], [-0.0119, 0.0080, 0.0177], [0.0305, -0.0188, 0.0180], [-0.0652, 0.0165, 0.0421], [-0.0497, 0.0010, -0.0211], [0.0306, 0.0001, 0.0086], [0.0432, -0.0114, -0.0155], [0.0287, -0.0271, -0.0175], [-0.0080, 0.0588, -0.0329], [-0.0044, -0.0326, -0.0101], [0.0067, 0.0043, 0.0038], [-0.0017, 0.0168, -0.0109], [0.2819, 0.1201, -0.0566], [-0.9966, -0.5735, 0.2253], [0.2336, 0.1143, -0.0829], [0.1412, 0.0812, -0.2122], [0.2557, -0.0780, -0.0635], [-1.0318, 0.2167, 0.0471], [0.2004, -0.0337, -0.1355], [0.2506, -0.0608, 0.0702], [-0.0144, 0.0170, 0.0312], [-0.0486, -0.0017, -0.0191], [-0.0119, -0.0134, -0.0216], [-0.0153, 0.0303, 0.0237], [0.0213, 0.0000, -0.0140], [0.0294, -0.0228, 0.0367], [-0.0655, -0.0611, 0.0499], [0.0552, -0.0352, 0.0840], [-0.0529, -0.0018, -0.0186], [-0.0226, 0.0355, 0.0270], [-0.0074, 0.0091, -0.0112], [-0.0011, 0.0265, 0.0578], [-0.0147, 0.0109, 0.0114], [-0.0203, -0.0007, -0.0412], [-0.0551, 0.0118, -0.0158], [-0.0333, 0.0212, -0.0644], [0.0381, 0.2015, -0.0443], [-0.0614, -0.2456, 0.5263], [0.1210, -0.4673, -0.6591], [-0.0093, 0.1771, 0.0722], [-0.2602, -0.0327, 1.4372], [0.1789, 0.4117, -0.5630], [-0.0394, 0.3002, 0.3694], [0.0864, -0.3247, 0.0271], [0.0484, -0.0247, -0.7169], [0.0113, 0.3402, 0.2770], [-0.0727, -0.4355, 0.2286], [-0.0374, 0.3604, -0.9053], [-0.0100, 0.0131, -0.0935], [0.0014, -0.0079, 0.0048], [-0.0845, -0.1444, 0.0397], [0.2293, 0.0903, -1.1694], [-0.0730, -0.0411, 0.1697], [0.0182, 0.0057, 0.0059], [-0.0327, 0.0021, 0.2164], [-0.0001, 0.0011, -0.0077], [0.0803, -0.1264, 0.0165], [-0.1831, 0.0317, -0.0799], [0.1044, 0.0288, -0.0074], [0.0556, 0.1037, 0.0523], [0.1207, 0.0934, 0.0424], [0.3656, 0.1371, 0.0689], [-0.2967, -0.1888, -0.1190], [-0.0190, 0.0156, -0.0130], [0.0245, -0.0018, -0.0150], [-0.0095, 0.0345, -0.0071], [-0.0124, -0.0156, 0.0056], [-0.0201, -0.0086, -0.0077], [0.0093, -0.0211, 0.0077], [-0.0334, -0.0465, -0.0163], [-0.0669, -0.1500, -0.0538]], "max_force_ev_per_a": 1.8, "total_charge": 2, "energy_ev": -110549.972, "spin_multiplicity": 7, "s2": 12.092}

=====

# 3
{"formula": "C17H16F3N2O8S3", "method": "ωB97M-V with the def2-TZVPD basis set", "elements": ["C", "C", "O", "C", "C", "N", "O", "O", "O", "H", "H", "H", "H", "H", "H", "F", "C", "F", "F", "S", "N", "S", "C", "C", "C", "C", "C", "C", "O", "O", "S", "C", "C", "C", "C", "C", "C", "O", "O", "H", "H", "H", "H", "H", "H", "H", "H", "H", "H"], "positions_angstrom": [[5.862, -0.800, 0.603], [5.041, -0.415, 1.802], [3.891, 0.354, 1.364], [3.173, 0.842, 2.409], [2.062, 1.682, 1.924], [1.844, 2.852, 2.594], [0.768, 3.518, 2.430], [2.764, 3.297, 3.338], [3.397, 0.546, 3.576], [6.646, -1.485, 0.934], [5.271, -1.298, -0.171], [6.359, 0.065, 0.161], [4.687, -1.316, 2.315], [5.624, 0.200, 2.500], [1.590, 1.547, 0.935], [0.537, 2.879, -0.559], [-0.659, 2.218, -0.431], [-1.665, 3.125, -0.531], [-0.761, 1.325, -1.461], [-0.677, 1.325, 1.198], [-1.652, -0.052, 0.846], [-3.392, 0.054, 1.355], [-4.259, -0.048, -0.209], [-5.085, 1.024, -0.564], [-5.845, 0.929, -1.731], [-5.755, -0.215, -2.531], [-4.908, -1.266, -2.174], [-4.158, -1.189, -0.999], [-3.641, -1.099, 2.170], [-3.550, 1.393, 1.859], [-0.780, -1.614, 0.973], [0.370, -1.460, -0.401], [0.139, -2.074, -1.639], [1.021, -1.821, -2.693], [2.111, -0.953, -2.522], [2.353, -0.402, -1.263], [1.547, -0.756, -0.176], [-0.137, -1.680, 2.258], [-1.713, -2.631, 0.559], [-5.107, 1.921, 0.057], [-6.501, 1.752, -2.010], [-6.332, -0.268, -3.449], [-4.833, -2.145, -2.810], [-3.482, -1.992, -0.720], [-0.722, -2.718, -1.795], [0.851, -2.287, -3.670], [2.765, -0.703, -3.373], [3.164, 0.309, -1.126], [1.772, -0.472, 0.850]], "forces_ev_per_angstrom": [[0.2752, 0.0221, -0.2584], [-0.5047, 0.0727, -0.0949], [1.2748, -0.6833, 0.2024], [-1.5694, 0.9888, 0.9212], [0.8892, -0.0947, -0.1460], [0.5776, 0.6413, 0.2735], [0.6837, -0.7865, -0.3560], [-1.2165, -0.1720, -0.2490], [0.3490, 0.0826, -1.3181], [-0.0044, -0.0451, -0.0703], [-0.0082, 0.0356, 0.1433], [-0.1021, 0.0362, -0.0592], [0.0412, 0.2102, 0.1308], [-0.2092, -0.2643, -0.0669], [0.9876, 0.3220, 1.2073], [-1.6351, -0.6397, -0.0786], [0.4367, -0.3423, -0.0142], [0.9078, -0.7244, -0.2821], [-0.0830, 1.0780, 0.6030], [-1.0184, -0.2207, -0.0239], [-0.5141, -0.2295, 0.1984], [1.6872, 0.2187, -0.0901], [-0.2240, 0.1505, 0.0870], [0.1395, -0.0978, -0.0228], [0.1965, -0.2394, 0.0674], [0.1352, 0.2234, 0.2431], [-0.0209, 0.2609, 0.2069], [-0.0531, 0.0090, -0.2077], [-0.1875, 0.3753, -0.4452], [-0.0842, -0.9165, -0.3767], [-0.6230, 0.3874, -0.4040], [0.6216, -0.2527, 0.2310], [-0.2055, 0.3827, -0.1222], [0.1343, -0.0207, 0.0116], [-0.3401, 0.0455, 0.1049], [0.1777, -0.2200, -0.0963], [-0.3717, 0.2572, -0.0178], [-0.2255, 0.2150, -1.1563], [-0.0033, 0.2548, 0.3159], [-0.0230, -0.3535, -0.1518], [0.1707, -0.2011, 0.0178], [0.0285, -0.0492, 0.0987], [0.0135, 0.1599, 0.1420], [-0.1348, 0.0846, 0.0882], [0.0836, 0.1898, 0.1321], [0.0155, 0.1544, 0.4530], [-0.4196, -0.1457, 0.5068], [-0.0401, -0.3342, 0.1742], [-0.0048, 0.1748, -0.4521]], "max_force_ev_per_a": 2.1, "total_charge": -1, "energy_ev": -77903.422, "de_lowest_ev": 0.4891}

=====

# 4
{"formula": "C2HFO", "method": "ωB97M-V with the def2-TZVPD basis set", "elements": ["C", "C", "O", "F", "H"], "positions_angstrom": [[-0.323, -1.016, -0.009], [0.290, 0.202, -0.296], [-0.270, 1.292, -0.155], [1.672, 0.236, 0.097], [-1.369, -0.715, 0.362]], "forces_ev_per_angstrom": [[-0.9617, -1.8284, -0.6362], [-1.2573, 1.4199, 4.5112], [0.9825, 0.8612, -1.8543], [-0.0288, -0.1016, -1.3478], [1.2654, -0.3512, -0.6729]], "max_force_ev_per_a": 4.9, "total_charge": -1, "energy_ev": -6852.574, "spin_multiplicity": 2, "de_lowest_ev": 0.0000, "s2": 0.760}